[1]
ORCA calculation (the ωB97M-V functional and the def2-TZVPD basis) on a single CClF3N2O3 molecule at a distorted geometry.

Last column: Löwdin charge in e.
Positions of all 10 atoms, in Å:
1 Cl -2.101 0.578 -0.182  0.885
2 F -0.893 -1.780 0.846  0.102
3 F 0.859 -2.615 -0.289  0.097
4 F 1.178 -1.331 1.368  0.156
5 O -0.383 2.470 -1.299  0.125
6 O 0.243 -0.530 -0.577  0.056
7 O 1.199 2.025 0.030  0.179
8 N 0.150 1.921 -0.427  -0.470
9 N -0.577 0.731 0.190  -0.410
10 C 0.325 -1.469 0.339  -0.720

The highest occupied orbital energy is -11.5 eV. As for the net charge: 0. The SMILES is O=[N+]([O-])N(Cl)OC(F)(F)F. The value obtained for the gap between HOMO and LUMO is 9.7 eV. As for the spin multiplicity: 1. The relative energy (zero: lowest compared OMol25 entry of this formula, charge and spin) is 0.00 kJ/mol.

=====

[2]
ORCA calculation (the ωB97M-V functional and the def2-TZVPD basis) on 2 unconnected molecules or ions with the total composition C2H3NOS2 at a distorted geometry.

Last column: Löwdin charge in e.
Positions of all 9 atoms, in Å:
1 S -1.168 -1.894 -0.984  0.402
2 S -1.505 -0.747 0.721  0.589
3 O 1.273 -1.264 1.437  0.098
4 N 2.101 -1.065 -0.721  0.215
5 C -0.745 -0.046 -0.765  -0.741
6 C 1.641 -1.201 0.351  -0.501
7 H -1.477 0.292 -1.443  -0.094
8 H -0.261 -0.879 1.397  -0.065
9 H 2.417 -1.807 -1.299  0.096

The highest occupied orbital energy is -7.9 eV. As for the net charge: 0. The value obtained for the gap between HOMO and LUMO is 7.6 eV. As for the spin multiplicity: 1. The relative energy (zero: lowest compared OMol25 entry of this formula, charge and spin) is 403.75 kJ/mol.

=====

[3]
ORCA calculation (the ωB97M-V functional and the def2-TZVPD basis) on a molecular structure, C19H30BrF9NO13S2 at a distorted geometry.

Last column: Löwdin charge in e.
Positions of all 75 atoms, in Å:
1 Br 7.574 -1.916 -0.087  0.622
2 S 4.880 -1.709 -4.369  0.500
3 S 7.519 -2.346 -4.581  0.480
4 F -1.054 0.802 1.030  0.159
5 F 0.393 1.873 2.249  0.153
6 F -6.777 2.294 -0.641  0.165
7 F -3.785 -4.098 4.394  0.170
8 F -8.107 3.350 0.701  0.171
9 F -6.021 3.085 1.242  0.148
10 F 0.777 1.546 0.137  0.179
11 F -5.637 -2.977 4.396  0.164
12 F -4.271 -2.799 2.717  0.150
13 O -0.452 3.936 -0.095  0.181
14 O -8.355 1.028 2.074  0.175
15 O 3.295 -1.829 -2.183  -0.103
16 O -6.461 0.302 1.090  0.043
17 O 8.325 -3.381 -5.159  -0.345
18 O -1.941 3.281 1.462  0.031
19 O 5.340 -0.452 -3.834  -0.332
20 O 2.363 2.997 -3.515  -0.065
21 O 1.561 -0.291 -2.242  -0.086
22 O -2.338 -1.847 4.546  0.041
23 O 3.842 -1.558 -5.354  -0.341
24 O -4.223 -0.864 5.289  0.171
25 O 7.947 -1.043 -4.971  -0.317
26 N 5.988 -2.717 -4.934  -0.315
27 C 7.793 -2.536 -2.813  -0.319
28 C -0.170 1.816 1.024  -0.529
29 C 1.731 2.086 -2.613  -0.228
30 C -7.080 2.501 0.649  -0.529
31 C -6.566 -0.991 1.722  -0.191
32 C -3.547 4.476 0.047  -0.058
33 C -4.347 -2.930 4.054  -0.531
34 C -7.630 -1.851 1.076  -0.050
35 C -3.640 -1.743 4.729  -0.410
36 C -1.367 -0.909 6.589  -0.059
37 C -7.406 1.182 1.366  -0.409
38 C 7.478 -1.314 -1.988  -0.739
39 C 2.359 0.731 -2.827  -0.190
40 C 8.478 -0.213 -2.127  -0.160
41 C -1.525 -0.785 5.089  -0.185
42 C 4.046 -2.638 -3.032  -0.253
43 C -2.699 4.495 1.300  -0.191
44 C -0.863 3.150 0.700  -0.399
45 C 1.969 -1.564 -2.614  -0.248
46 H -4.189 3.604 0.041  0.056
47 H -7.636 -2.843 1.527  0.083
48 H -5.597 -1.450 1.596  0.104
49 H 1.981 2.404 -1.618  0.096
50 H 1.289 -2.235 -2.103  0.132
51 H 0.667 2.072 -2.775  0.121
52 H -4.163 5.373 -0.002  0.088
53 H 6.478 -0.951 -2.100  0.049
54 H 3.436 -3.364 -3.542  0.105
55 H -2.030 5.354 1.325  0.125
56 H -6.740 -0.866 2.791  0.127
57 H 7.293 -3.419 -2.457  0.073
58 H -8.620 -1.414 1.194  0.075
59 H 2.424 0.555 -3.891  0.130
60 H 4.804 -3.163 -2.472  0.096
61 H -1.942 0.179 4.802  0.127
62 H -2.934 4.434 -0.852  0.081
63 H -7.440 -1.948 0.006  0.086
64 H -0.560 -0.884 4.600  0.128
65 H 3.340 0.762 -2.392  0.121
66 H -0.963 -1.888 6.849  0.084
67 H 9.441 -0.521 -1.761  0.067
68 H 1.854 -1.708 -3.682  0.127
69 H -3.338 4.550 2.179  0.122
70 H 8.505 0.164 -3.134  0.069
71 H -0.694 -0.138 6.960  0.084
72 H -2.323 -0.804 7.099  0.074
73 H 8.155 0.591 -1.482  0.068
74 H 8.848 -2.727 -2.727  0.093
75 H 3.254 2.654 -3.671  0.084

The highest occupied orbital energy is -6.4 eV. As for the net charge: -1. The value obtained for the gap between HOMO and LUMO is 8.1 eV. As for the spin multiplicity: 1.

=====

Question: Which formula does entry 1 have?
Answer: CClF3N2O3

=====

Copy entry 1 word for word.
ORCA calculation (the ωB97M-V functional and the def2-TZVPD basis) on a single CClF3N2O3 molecule at a distorted geometry.

Last column: Löwdin charge in e.
Positions of all 10 atoms, in Å:
1 Cl -2.101 0.578 -0.182  0.885
2 F -0.893 -1.780 0.846  0.102
3 F 0.859 -2.615 -0.289  0.097
4 F 1.178 -1.331 1.368  0.156
5 O -0.383 2.470 -1.299  0.125
6 O 0.243 -0.530 -0.577  0.056
7 O 1.199 2.025 0.030  0.179
8 N 0.150 1.921 -0.427  -0.470
9 N -0.577 0.731 0.190  -0.410
10 C 0.325 -1.469 0.339  -0.720

The highest occupied orbital energy is -11.5 eV. As for the net charge: 0. The SMILES is O=[N+]([O-])N(Cl)OC(F)(F)F. The value obtained for the gap between HOMO and LUMO is 9.7 eV. As for the spin multiplicity: 1. The relative energy (zero: lowest compared OMol25 entry of this formula, charge and spin) is 0.00 kJ/mol.